Entry 1:
A structure of composition C17H25ClN3NaO4S at a distorted geometry. Source: the Open Molecules 2025 dataset; level of theory: ωB97M-V/def2-TZVPD.

- Kohn-Sham gap (eV) = 9.3
- multiplicity = 1
- E (hartree) = -2148.78965
- LUMO level (eV) = 0.077
- charge = 0

Geometry (Å):
Cl  3.991134  -2.817401  -4.040671
S  0.708254  1.874064  -4.492666
Na  -1.462160  2.704767  -3.506071
O  0.638245  0.872783  3.067374
O  1.222121  2.656733  -5.588815
O  0.668003  2.608205  -3.204350
O  -0.619447  1.280307  -4.750593
N  -2.371420  2.534013  -1.450156
N  -3.028758  1.989204  0.623227
N  -1.684598  2.120304  0.578676
C  -1.314702  2.462208  -0.651933
C  1.922176  -2.942298  -2.306578
C  -0.371801  0.547159  2.104331
C  1.827782  0.535544  -4.241356
C  1.837179  -1.699354  -0.230777
C  1.108304  -1.327511  1.033759
C  -3.392697  2.224569  -0.613437
C  -0.839714  1.980976  1.751232
C  3.078237  -1.150270  -0.533365
C  -0.791212  -1.373437  3.727577
C  3.749179  -1.490838  -1.697269
C  -1.460394  -0.368867  2.777990
C  -2.267365  -1.164028  1.743683
C  3.163359  -2.389194  -2.573003
C  1.269360  -2.592330  -1.135057
C  -2.434298  0.451626  3.633857
C  0.289508  -0.049972  0.851478
H  -1.548925  -2.071718  4.085238
H  1.000519  0.055458  3.421677
H  -1.348664  2.451905  2.586130
H  -4.422978  2.186300  -0.919997
H  0.064975  2.553771  1.546450
H  2.794892  0.954639  -3.979832
H  -2.733735  -0.522034  1.001744
H  1.905248  -0.026492  -5.166029
H  0.959155  0.715851  0.443353
H  -1.896259  1.099219  4.328865
H  3.538386  -0.454525  0.158608
H  1.837367  -1.194857  1.839335
H  -3.047953  -0.228340  4.226612
H  4.716863  -1.068023  -1.925754
H  -0.003553  -1.967970  3.262912
H  0.467036  -2.163777  1.317698
H  1.465610  -0.100783  -3.439676
H  -0.289696  2.627671  -0.941264
H  -3.066302  -1.707150  2.250718
H  -0.469316  -0.226290  0.086421
H  -3.105808  1.056384  3.029003
H  -0.380730  -0.876941  4.608318
H  1.478895  -3.636147  -3.006700
H  0.303045  -3.031433  -0.918701
H  -1.652367  -1.901668  1.227804

Forces on the atoms, in the same order (eV/Å):
0.00 0.01 0.02
0.71 -0.13 -0.30
-1.22 0.69 0.26
0.01 0.10 -0.05
-0.01 -0.01 0.03
0.16 -0.07 -0.03
0.39 -0.37 -0.33
0.11 -0.06 0.35
-0.03 -0.22 0.13
-0.15 0.14 0.04
0.08 -0.09 -0.14
0.04 0.04 0.00
0.06 0.04 0.14
0.04 -0.10 0.05
-0.02 -0.05 -0.06
0.02 -0.09 0.05
-0.07 0.11 0.06
0.00 -0.06 -0.04
0.02 -0.01 0.03
0.01 -0.09 0.10
-0.03 -0.01 -0.01
-0.04 0.03 -0.10
0.04 0.01 0.02
0.00 0.01 -0.07
0.02 0.03 0.02
0.08 -0.01 0.02
-0.07 0.07 -0.07
0.00 -0.02 0.00
0.00 0.02 0.01
0.00 -0.06 0.04
-0.06 0.01 -0.02
-0.01 -0.04 0.04
0.05 0.05 0.00
-0.04 0.10 -0.07
-0.02 -0.04 -0.09
0.00 -0.02 0.05
0.01 0.01 0.01
0.00 0.02 0.01
0.00 0.01 -0.04
-0.01 -0.02 0.01
0.02 0.01 -0.01
-0.05 0.03 0.02
0.04 0.06 -0.04
-0.06 -0.03 0.07
0.10 0.02 -0.09
-0.01 0.00 0.03
-0.02 -0.02 -0.03
-0.01 0.05 -0.07
-0.01 -0.01 0.02
-0.01 -0.01 0.00
-0.04 -0.01 0.01
0.00 -0.01 -0.03



Entry 2:
A structure of composition C17H25CuN5. Source: the Open Molecules 2025 dataset; level of theory: ωB97M-V/def2-TZVPD.

- Kohn-Sham gap (spin up / spin down) (eV) = 9.0 / 7.5
- multiplicity = 2
- E (hartree) = -2576.56319
- LUMO level (spin up / spin down) (eV) = -5.730 / -7.254
- charge = +2
- energy relative to the best compared isomer or geometry (same formula, charge and spin) (kJ/mol) = 0.0

Geometry (Å):
Cu  -0.010694  -0.500628  0.820650
N  0.742047  1.195128  0.259899
N  -1.491053  -1.179869  2.100461
N  0.504368  -2.261853  -0.399782
N  1.267700  -0.280066  2.439750
N  -1.598824  0.430146  -0.086881
C  -1.114801  -0.303254  3.241808
C  0.563915  -0.843892  -4.378330
C  -0.472141  -2.168554  -2.655791
C  0.207966  1.779020  -0.821613
C  1.602512  -1.033560  -2.213251
C  -2.818572  -0.894150  1.473782
C  1.840366  3.491991  -0.596874
C  0.356716  -0.499444  3.604754
C  -2.687816  -0.550611  -0.017518
C  0.554794  -1.836337  -1.784531
C  0.759899  2.950690  -1.293920
C  1.699292  1.737258  1.002345
C  1.609357  -0.547578  -3.512191
C  1.935327  1.053727  2.337084
C  -0.472015  -1.661938  -3.948739
C  2.302535  2.909938  0.577267
C  -1.059056  1.081912  -1.308521
H  2.419641  -0.799707  -1.538484
H  1.531173  1.711212  3.111005
H  -3.491752  -1.740258  1.600936
H  -0.828816  0.326138  -2.060463
H  2.437402  0.060631  -3.851700
H  -1.761794  1.797725  -1.736787
H  1.400708  -2.671193  -0.147659
H  -0.181787  -3.005744  -0.312004
H  -1.462072  -2.147356  2.403055
H  -1.831041  1.187852  0.553224
H  -2.410798  -1.424292  -0.608979
H  -1.267815  -2.833301  -2.334672
H  -1.733160  -0.489639  4.122875
H  3.093709  3.372930  1.151224
H  -3.272632  -0.049099  1.996495
H  0.352969  3.449318  -2.162780
H  0.504946  -1.525167  3.946443
H  -1.289844  0.731778  2.936755
H  2.295403  4.407864  -0.950245
H  0.616505  0.152923  4.439334
H  0.570271  -0.460879  -5.389244
H  1.995177  -0.982819  2.478903
H  -1.272492  -1.926098  -4.626459
H  -3.638410  -0.169348  -0.396797
H  3.002668  0.958462  2.536159

Forces on the atoms, in the same order (eV/Å):
-0.27 0.03 0.05
0.00 -0.17 0.01
0.09 0.06 -0.11
0.09 0.05 -0.11
0.00 0.06 -0.08
0.11 0.10 0.05
0.02 0.00 0.06
-0.01 -0.02 0.03
-0.06 -0.04 0.10
-0.02 0.03 0.02
0.04 -0.02 0.09
-0.12 0.01 -0.02
-0.01 0.00 0.00
-0.05 -0.05 0.02
0.01 -0.04 -0.05
-0.03 0.09 -0.13
0.01 0.01 0.01
0.00 0.02 -0.12
-0.02 0.03 -0.03
0.04 0.05 0.06
0.04 -0.01 -0.05
0.01 0.01 0.01
0.08 -0.08 0.05
0.00 0.01 -0.01
0.02 -0.02 0.02
0.02 0.00 0.03
-0.03 0.00 0.01
0.00 0.00 0.01
0.02 0.02 -0.01
-0.04 -0.01 0.07
0.05 -0.04 0.07
0.02 -0.01 0.00
-0.01 -0.02 0.01
-0.01 0.01 -0.01
0.00 0.00 -0.02
-0.01 0.00 0.00
0.00 0.00 0.00
-0.01 -0.02 0.01
0.00 0.00 0.00
0.03 0.00 -0.01
-0.02 0.00 0.00
0.00 0.00 0.00
0.02 0.01 -0.01
0.00 -0.01 0.00
0.00 -0.02 -0.01
0.00 0.00 0.00
0.00 0.00 -0.01
0.00 -0.02 0.01



Entry 3:
A structure of composition C17H25F3N2O at a distorted geometry. Source: the Open Molecules 2025 dataset; level of theory: ωB97M-V/def2-TZVPD.

- Kohn-Sham gap (eV) = 7.8
- multiplicity = 1
- E (hartree) = -1146.50923
- LUMO level (eV) = 0.530
- charge = 0
- energy relative to the best compared isomer or geometry (same formula, charge and spin) (kJ/mol) = 1656.7

Geometry (Å):
F  1.491667  -0.816711  -3.779705
F  3.199366  -0.069191  -4.825678
F  3.400088  -1.306408  -3.258315
O  -2.526731  2.962217  0.515252
N  0.839793  -0.515990  0.144519
N  -1.615780  -0.798869  1.577965
C  2.545624  0.582341  -1.189495
C  1.981271  -0.805345  -0.708541
C  3.168538  3.343990  -2.108068
C  -1.003049  1.361043  1.532699
C  -3.394448  -2.304268  2.648937
C  2.761831  -0.276772  -3.485805
C  2.758951  2.942171  -0.792922
C  3.118034  1.938456  -3.071739
C  -2.459954  -2.799050  0.331839
C  -1.385259  2.813193  0.707116
C  2.277673  1.601576  -0.612571
C  -0.293009  -1.354064  2.154312
C  -2.933824  -1.575467  1.199586
C  -1.417138  0.176316  0.507750
C  -0.399392  -0.037225  -0.357145
C  0.537743  -1.735530  0.886518
C  2.888897  0.877671  -2.552029
H  -4.485244  -2.781021  2.453645
H  -1.924035  -3.600063  0.871294
H  -2.074259  -2.620743  -0.773466
H  -1.086637  3.496241  1.433315
H  -2.464262  0.672719  0.134633
H  3.439172  2.363925  -4.063723
H  1.653357  -1.412109  -1.535775
H  3.517357  4.209772  -2.513418
H  -3.702577  -1.571321  3.304082
H  0.049101  -0.718589  2.762485
H  -0.086591  0.642957  -1.039623
H  2.857530  3.599187  -0.139798
H  -2.826029  -2.985523  3.059510
H  -0.681610  2.881803  -0.096940
H  -3.189357  2.956201  1.361619
H  -0.428078  -2.478110  2.642978
H  -3.630639  -1.019322  0.913437
H  -1.608694  1.450633  2.355980
H  2.008892  1.585616  0.524178
H  2.968294  -1.206104  -0.018258
H  -3.464561  -3.401710  0.219855
H  0.329644  -2.514918  0.505112
H  0.148071  1.343389  1.800706
H  -0.544248  -0.931794  -1.075479
H  1.684508  -2.165200  1.449170

Forces on the atoms, in the same order (eV/Å):
-0.25 1.71 1.21
-0.35 1.90 0.88
3.67 -4.56 3.39
-18.75 1.24 -1.74
2.28 -2.49 3.69
-3.04 -1.48 -0.55
-0.23 -9.05 -6.47
2.34 2.28 1.57
-2.31 -8.78 2.31
3.06 2.74 -5.24
-5.94 2.64 -6.04
-2.23 0.42 -5.69
0.67 -3.22 -11.13
3.42 16.39 -2.98
-3.64 -0.99 -2.12
15.10 -4.17 5.85
-0.92 10.59 11.84
-5.40 -9.00 -7.10
10.58 -8.74 6.77
-4.47 4.91 7.70
3.84 -5.30 -6.55
7.68 10.26 10.02
-2.12 -10.94 1.83
2.45 0.50 0.13
0.54 1.07 -0.08
-0.60 -0.17 2.52
1.93 1.83 1.50
2.52 -1.93 0.24
-0.78 -1.91 0.71
0.55 -0.72 -0.40
0.88 2.31 -0.74
0.04 1.89 1.69
3.06 4.78 4.57
-0.08 3.21 -1.87
0.15 5.35 6.45
3.34 -3.36 1.72
-0.07 0.11 -1.24
2.75 -0.01 -2.96
-0.22 3.14 -0.68
-5.46 4.92 -2.81
-1.43 -0.46 2.08
-0.29 -0.69 -2.02
-3.26 0.39 -1.96
1.51 0.90 -0.46
-3.78 -9.93 -5.94
-2.42 0.03 -0.46
-1.46 1.00 0.14
-2.85 1.40 -1.56



Entry 4:
A structure of composition C17H25LaN8O5P at a distorted geometry. Source: the Open Molecules 2025 dataset; level of theory: ωB97M-V/def2-TZVPD.

- Kohn-Sham gap (eV) = 8.7
- multiplicity = 1
- E (hartree) = -1849.29852
- LUMO level (eV) = -8.769
- charge = +3
- energy relative to the best compared isomer or geometry (same formula, charge and spin) (kJ/mol) = 9.1

Geometry (Å):
La  1.651502  0.074822  0.342833
P  -0.974878  -1.496613  1.648936
O  -0.160981  6.269839  -1.362043
O  -0.239140  0.535817  -0.545861
O  3.012616  0.718132  -1.499132
O  -1.710600  2.044507  -1.334603
O  -1.657374  4.724446  -1.959242
N  1.246429  4.673231  0.229739
N  2.457702  -1.458123  -1.668601
N  -3.432129  -2.506796  0.959036
N  1.971497  -3.703341  -1.906719
N  -3.456080  -0.570039  2.418034
N  -2.815435  -2.742212  3.309666
N  1.292479  2.517520  0.621739
N  3.487000  -0.295689  -3.473070
C  -0.580641  5.150753  -1.312977
C  -3.484038  -3.389846  2.067994
C  -1.328073  -2.571977  3.105754
C  1.871943  3.690176  0.890611
C  -4.087415  -1.237179  1.278119
C  -3.511425  -1.386065  3.575699
C  0.204743  4.158725  -0.497420
C  3.020666  3.948673  1.798443
C  0.247322  2.823415  -0.263969
C  3.425217  -1.421277  -4.247473
C  2.995933  -0.335583  -2.217498
C  -0.669757  1.807393  -0.786019
C  4.050339  0.963607  -4.029562
C  -2.108186  -0.098004  2.105016
C  2.906192  -2.570318  -3.771893
C  2.438031  -2.570502  -2.428215
C  -2.078213  -2.322583  0.428745
H  3.541512  3.025426  2.049836
H  -1.705455  0.462549  2.952501
H  -4.539010  -1.641019  3.836501
H  1.777200  -3.800340  -0.928021
H  3.829118  -1.319434  -5.245611
H  2.881360  -3.458195  -4.383809
H  -5.133179  -1.431401  1.517804
H  -4.041532  -0.582596  0.409213
H  -1.658825  -3.289830  0.140619
H  -2.171367  0.579835  1.252415
H  4.419620  1.559811  -3.204002
H  2.004713  -4.553623  -2.446806
H  -2.963162  -3.350378  4.117994
H  2.673401  4.402178  2.727628
H  -2.953496  -4.324107  1.887960
H  -4.512093  -3.586131  2.372992
H  3.266972  1.488239  -4.570858
H  4.865382  0.685259  -4.690918
H  -2.121039  -1.699906  -0.467665
H  1.469915  5.664462  0.210969
H  -3.001148  -0.940839  4.429627
H  3.730967  4.623807  1.324055
H  -0.910977  -3.571887  2.969865
H  -1.816118  3.785439  -1.764254
H  -0.918005  -2.152228  4.025899

Forces on the atoms, in the same order (eV/Å):
1.26 -0.63 0.62
0.24 0.29 0.10
0.00 0.00 0.15
-1.07 1.04 -0.42
-0.09 -0.33 0.01
-0.03 0.04 -0.10
0.57 0.31 0.40
-0.15 -0.17 -0.06
0.32 0.03 -0.56
0.22 0.02 0.07
0.01 -0.01 -0.09
0.15 -0.07 -0.02
0.18 0.06 -0.13
-0.21 0.53 -0.37
0.03 -0.09 -0.15
-0.38 0.02 -0.59
0.04 0.07 0.27
-0.42 -0.31 0.24
0.16 0.08 0.09
-0.09 0.06 -0.08
0.04 -0.25 0.05
0.33 0.41 0.22
-0.01 -0.22 -0.01
-0.28 0.09 0.08
0.02 0.12 0.08
0.02 0.43 0.19
0.11 -1.15 0.20
-0.12 -0.37 0.18
-0.20 0.08 0.00
0.05 0.22 0.05
-0.08 -0.40 0.03
-0.26 -0.14 -0.15
-0.02 0.02 -0.03
-0.02 -0.03 -0.01
0.00 0.11 0.00
-0.02 0.08 0.11
-0.02 -0.06 -0.02
-0.03 -0.05 0.03
0.01 0.01 -0.02
-0.04 0.00 0.01
-0.05 0.01 0.00
0.02 0.01 0.03
0.03 0.07 -0.07
-0.01 0.00 -0.01
-0.03 -0.01 -0.01
0.01 0.05 -0.02
-0.06 -0.01 -0.07
0.00 -0.04 -0.10
0.06 0.08 -0.01
0.00 0.11 -0.04
-0.01 -0.02 0.01
0.00 0.01 0.03
-0.06 0.06 -0.02
0.02 0.04 0.05
0.08 0.07 0.00
-0.26 -0.31 -0.07
0.05 0.02 -0.06